1.
Computed, not measured: the ion C2HO2S2 with charge -1, with wB97M-V/def2-TZVPD.

Calculated values
LUMO (eV): 3.3
Kohn-Sham gap (eV): 7.601
SMILES string: O=C([O-])C(=S)S
Net charge: -1

Each atom is followed by the atoms it is bonded to, with distances in Å.
CARTESIAN COORDINATES (ANGSTROEM)
1 O -1.225 -0.252 -1.181  C2 1.215
2 C -1.124 -0.165 0.027  O1 1.215, O3 1.246, C4 1.637
3 O -1.764 -0.523 1.033  C2 1.246
4 C 0.265 0.640 0.347  C2 1.637, S5 1.572, S6 2.166
5 S 0.364 2.148 0.777  C4 1.572
6 S 2.096 -0.359 -0.235  C4 2.166, H7 1.435
7 H 1.388 -1.489 -0.767  S6 1.435

***

2.
Computed, not measured: a cluster of 2 separate species, C2HO2S2 in total, with wB97M-V/def2-TZVPD.

Calculated values
LUMO (eV): 3.7
Kohn-Sham gap (eV): 6.250
Net charge: -1

Each atom is followed by the atoms it is bonded to, with distances in Å.
CARTESIAN COORDINATES (ANGSTROEM)
1 C 0.691 -1.561 -0.420  O3 1.176, O4 1.141
2 C -0.565 0.608 0.126  S5 1.849, S6 1.787, H7 1.170
3 O 1.341 -1.177 -1.322  C1 1.176
4 O 0.206 -2.227 0.370  C1 1.141
5 S -0.457 1.484 1.750  C2 1.849, S6 2.023
6 S 0.323 2.154 0.008  C2 1.787, S5 2.023
7 H -1.539 0.718 -0.513  C2 1.170

***

The structure shown above that is most stable: 1.